# 1
This record from the OMol25 dataset describes a 7-piece molecular cluster, C15H44O17S5 overall at a distorted geometry. The level of theory is ωB97M-V with the def2-TZVPD basis set.

For the orbital gap, the calculation gives 10.67 eV. For the total energy, the calculation gives -3867.78280 hartree. For the HOMO energy, the calculation gives -10.66 eV. The LUMO energy is 0.01 eV. The SMILES is CCOS(C)(=O)=O.CCOS(C)(=O)=O.CCOS(C)(=O)=O.CCOS(C)(=O)=O.CCOS(C)(=O)=O.O.O.

Atoms and positions in Å:
C -11.12297 34.28553 -15.61786
C -10.75920 35.09851 -14.40706
O -11.52120 34.60496 -13.29991
S -11.32045 35.31814 -11.85877
C -12.77638 36.43164 -12.04580
O -11.69949 34.38139 -10.79531
O -10.17369 36.25044 -11.83087
H -12.13392 34.40923 -16.00615
H -11.06088 33.20713 -15.47194
H -10.39803 34.56247 -16.38329
H -9.69611 34.93984 -14.22609
H -10.90880 36.16240 -14.59105
H -12.80004 36.99494 -11.11295
H -13.75733 35.95643 -12.04626
H -12.67203 37.12579 -12.87969
C -9.74784 35.90966 -8.34425
C -9.84055 36.42759 -6.90080
O -11.08742 36.00889 -6.31174
S -11.18441 36.16226 -4.61850
C -11.68971 37.87509 -4.66350
O -12.28901 35.37706 -4.12169
O -9.85780 36.14268 -4.04604
H -10.62437 36.12328 -8.95594
H -9.70540 34.82124 -8.38465
H -8.88189 36.25550 -8.90873
H -9.07608 36.04524 -6.22442
H -9.71029 37.50749 -6.83056
H -12.62302 37.89688 -5.22612
H -11.00146 38.47795 -5.25595
H -11.71972 38.14924 -3.60896
C -13.65098 35.25889 -7.66214
C -13.13171 33.85382 -7.60152
O -14.15580 33.07987 -6.99460
S -13.74288 31.92040 -5.84826
C -13.61486 30.49146 -7.01584
O -12.42576 32.29413 -5.34660
O -14.91575 31.73415 -4.98580
H -13.04291 35.92918 -8.26965
H -13.80554 35.50810 -6.61233
H -14.60852 35.21407 -8.18099
H -12.79164 33.43583 -8.54900
H -12.21478 33.99454 -7.02921
H -14.50203 30.53208 -7.64781
H -13.68615 29.52724 -6.51255
H -12.73672 30.49696 -7.66155
C -7.55618 33.66842 -9.86536
C -6.63692 33.89449 -8.68535
O -6.52431 32.57800 -8.11121
S -7.51497 32.08313 -6.89007
C -6.68725 33.03371 -5.51067
O -8.87848 32.61207 -7.05747
O -7.20338 30.68651 -6.63283
H -7.05346 33.15175 -10.68294
H -7.87589 34.67231 -10.14479
H -8.40245 33.01567 -9.65124
H -5.66374 34.19268 -9.07534
H -6.91473 34.71577 -8.02473
H -5.63040 32.78877 -5.61636
H -7.05434 32.63781 -4.56378
H -6.88099 34.10411 -5.58004
C -12.55918 30.74874 -14.38884
C -11.27515 31.16702 -13.54139
O -10.04573 30.62458 -14.09383
S -8.60391 31.39672 -13.67544
C -8.29224 30.55985 -12.14869
O -7.52939 31.11397 -14.63689
O -8.87936 32.78171 -13.36712
H -12.50112 31.46043 -15.21238
H -13.46213 31.03479 -13.84944
H -12.53874 29.73201 -14.78119
H -11.19846 32.23263 -13.32535
H -11.58194 30.70955 -12.60081
H -9.19098 30.70356 -11.54895
H -7.39562 31.04984 -11.76912
H -8.12874 29.50074 -12.34786
O -10.81005 32.25231 -9.72495
H -11.24376 32.95128 -10.21440
H -10.19567 32.70788 -9.14943
O -11.94723 29.69241 -10.37403
H -11.47725 30.46491 -10.05999
H -12.77574 30.03530 -10.70906

=====

# 2
This record from the OMol25 dataset describes C15H45FN9O6Sr as an isolated structure at a distorted geometry. The level of theory is ωB97M-V with the def2-TZVPD basis set.

Its expectation value of S² is 0.7699. For the orbital gap (alpha / beta), the calculation gives 9.09 / 3.30 eV. For the total energy, the calculation gives -1672.79994 hartree. As for the total charge: +2. For the HOMO energy (alpha / beta), the calculation gives -14.08 / -14.08 eV. The LUMO energy (alpha / beta) is -4.98 / -10.78 eV. The spin multiplicity is 2.

Atoms and positions in Å:
Sr 2.17426 0.32408 -0.84094
F 0.42263 -0.02253 0.90182
C 3.52684 -1.69580 -3.47473
C 2.12230 -2.13137 -3.21337
C 1.82517 -3.07674 -1.92715
O 2.14132 -2.25800 -0.73730
C 2.00226 -3.10302 0.43100
N 1.38056 -0.81952 -3.22073
H 4.06578 -2.64318 -3.48542
H 4.06239 -1.07480 -2.75664
H 3.72115 -1.24563 -4.44823
H 1.70174 -2.74142 -4.01278
H 2.49661 -3.93425 -1.88304
H 0.81583 -3.48026 -1.84647
H 1.96752 -2.40136 1.26441
H 2.89520 -3.71318 0.56685
H 1.17558 -3.80967 0.50411
H 1.35478 -0.35115 -4.11520
H 0.40816 -1.07074 -3.11377
C 1.04783 3.53700 -2.97705
C -0.05379 3.07419 -2.04376
C -1.49338 3.72185 -2.19994
O -2.28496 3.41648 -0.96672
C -1.97828 4.23171 0.10860
N 0.05558 1.61877 -1.88896
H 2.03431 3.09033 -2.85279
H 1.14837 4.61439 -2.84577
H 0.77345 3.24105 -3.98958
H 0.22504 3.49867 -1.07931
H -1.89603 3.25410 -3.09838
H -1.46654 4.77250 -2.48893
H -1.61381 5.23374 -0.11764
H -1.31922 3.69944 0.79447
H -2.86030 4.43536 0.71578
H -0.54607 1.16205 -1.21850
H -0.41026 1.28709 -2.72147
C -3.70395 -0.73315 -1.15904
C -2.80353 -1.65749 -0.30756
C -3.06067 -3.17290 -0.72744
O -2.14174 -4.11434 -0.19075
C -2.16499 -4.39679 1.26127
N -1.45511 -1.45329 -0.84219
H -4.64480 -0.51901 -0.65205
H -3.90724 -1.17798 -2.13316
H -3.30686 0.25264 -1.40119
H -2.70204 -1.38365 0.74259
H -2.83966 -3.20521 -1.79431
H -4.05969 -3.49362 -0.43213
H -2.29872 -3.47738 1.83127
H -1.27156 -4.92574 1.59307
H -3.01067 -5.02715 1.53619
H -1.07688 -1.15813 0.04658
H -1.10504 -2.40067 -0.84750
C 1.87189 -1.74709 4.34477
O 1.06172 -2.67309 4.16735
N 1.91982 -0.56625 3.76968
N 2.88317 -1.88093 5.11333
H 1.26953 -0.34764 3.02844
H 2.41343 0.11255 4.33154
H 2.89267 -2.71172 5.68761
H 3.65694 -1.27363 4.88403
C -2.34154 1.04398 2.69139
O -3.31971 1.51385 3.18525
N -1.25262 0.64285 3.22782
N -2.22737 1.09923 1.43560
H -0.49846 0.34024 2.62800
H -1.21334 0.94256 4.19152
H -2.98390 1.70461 1.15052
H -1.52460 0.69413 0.83384
C 1.89692 3.00944 1.24892
O 2.57824 2.29826 0.46128
N 2.28170 4.14080 1.64674
N 0.80323 2.71284 1.90942
H 3.13041 4.53819 1.27010
H 1.68197 4.79020 2.13532
H 0.64936 1.71612 1.85494
H 0.30159 3.30415 2.55658